A molecular structure, C50H46AgAsBrO3P2S, computed with ωB97M-V/def2-TZVPD.

Geometry as XYZ:
```
105
C50H46AgAsBrO3P2S (ωB97M-V/def2-TZVPD)
Ag 0.66 1.43 -0.98
Br -1.30 2.79 1.03
C -0.01 2.59 2.42
C -0.39 3.11 3.63
C 0.47 3.02 4.74
C 1.69 2.42 4.59
C 2.09 1.89 3.35
C 3.38 1.31 3.24
C 3.79 0.80 2.04
C 2.92 0.84 0.92
C 1.64 1.37 0.95
C 1.24 1.94 2.21
H -1.35 3.60 3.72
H 0.16 3.43 5.69
H 2.37 2.35 5.44
H 4.02 1.27 4.11
H 4.78 0.36 1.93
H 3.30 0.43 -0.01
C -2.47 -2.55 -0.36
C -3.53 -2.15 0.66
As -4.69 -3.58 1.39
C -3.27 -4.79 1.98
C -2.61 -5.70 1.17
C -1.59 -6.49 1.69
C -1.22 -6.37 3.02
C -1.87 -5.46 3.83
C -2.89 -4.68 3.32
C -5.24 -4.47 -0.26
C -5.57 -5.83 -0.26
C -6.06 -6.45 -1.40
C -6.24 -5.71 -2.56
C -5.93 -4.36 -2.58
C -5.44 -3.75 -1.43
P -1.09 -1.30 -0.37
C 0.09 -2.12 -1.50
C 1.44 -1.76 -1.43
C 2.35 -2.28 -2.34
C 1.93 -3.16 -3.33
C 0.60 -3.52 -3.40
C -0.32 -3.00 -2.50
C -0.36 -1.75 1.26
C 0.32 -2.94 1.49
C 0.86 -3.21 2.74
C 0.71 -2.30 3.78
C 0.01 -1.12 3.57
C -0.52 -0.85 2.31
H -2.91 -2.58 -1.36
H -2.06 -3.55 -0.16
H -4.17 -1.36 0.27
H -3.07 -1.75 1.57
H -2.88 -5.80 0.13
H -1.08 -7.20 1.04
H -0.42 -6.99 3.42
H -1.58 -5.35 4.87
H -3.40 -3.97 3.97
H -5.43 -6.41 0.65
H -6.30 -7.50 -1.38
H -6.62 -6.19 -3.45
H -6.07 -3.78 -3.48
H -5.20 -2.69 -1.46
H 1.78 -1.08 -0.66
H 3.39 -1.97 -2.29
H 2.65 -3.55 -4.05
H 0.26 -4.20 -4.17
H -1.35 -3.29 -2.58
H 0.46 -3.65 0.68
H 1.40 -4.14 2.90
H 1.14 -2.51 4.75
H -0.10 -0.39 4.36
H -1.04 0.08 2.14
C -0.21 5.13 -2.27
P 1.17 4.31 -1.38
C 2.61 5.03 -2.26
C 3.34 4.21 -3.12
C 4.42 4.72 -3.82
C 4.79 6.05 -3.67
C 4.07 6.87 -2.82
C 2.98 6.37 -2.12
C 1.28 5.20 0.21
C 2.33 4.85 1.06
C 2.45 5.42 2.32
C 1.50 6.34 2.75
C 0.45 6.70 1.92
C 0.35 6.14 0.65
H -1.15 4.88 -1.79
H -0.21 4.69 -3.27
H -0.11 6.21 -2.35
H 3.04 3.17 -3.24
H 4.98 4.07 -4.49
H 5.63 6.44 -4.22
H 4.35 7.91 -2.70
H 2.43 7.01 -1.44
H 3.05 4.10 0.74
H 3.25 5.12 2.97
H 1.58 6.77 3.74
H -0.29 7.41 2.25
H -0.48 6.42 0.01
C 1.08 0.02 -5.29
S 0.97 1.22 -3.98
O 2.22 1.13 -3.22
O 0.75 2.50 -4.62
O -0.16 0.76 -3.15
H 1.90 0.32 -5.94
H 0.14 0.01 -5.83
H 1.28 -0.96 -4.85
```

Output
HOMO level = -4.3 eV
Total charge = -1
Energy = -223035.090 eV
Frontier orbital gap = 6.675 eV

Atomic partial charges in e from the Mulliken method, atoms 1 to 4: Ag 0.52; Br -0.11; C 0.03; C -0.85